{
  "formula": "C21H30F5NOOsP2S",
  "method": "ωB97M-V/def2-TZVPD",
  "s2": 6.038,
  "spin_multiplicity": 5,
  "molar_mass_g_mol": 691.7,
  "e_above_lowest_kj_mol": 0.00,
  "homo_lumo_gap_ev": [4.958, 6.117],
  "e_homo_ha": [-0.1826, -0.2280],
  "symbols": ["Os", "S", "P", "P", "F", "F", "F", "F", "F", "O", "N", "C", "C", "C", "C", "C", "C", "C", "C", "C", "C", "C", "C", "C", "C", "C", "C", "C", "C", "C", "C", "C", "H", "H", "H", "H", "H", "H", "H", "H", "H", "H", "H", "H", "H", "H", "H", "H", "H", "H", "H", "H", "H", "H", "H", "H", "H", "H", "H", "H", "H", "H"],
  "coordinates": [[0.6098, -1.0481, 1.2227], [-0.3641, -0.4772, 3.0831], [-0.3591, 2.9547, -2.5108], [0.9059, -3.2241, 1.5546], [-4.8384, 1.6266, 4.3902], [-2.1242, 1.3917, 4.4967], [-2.3548, -2.1204, 1.2338], [-5.0403, -1.8849, 1.1908], [-6.3031, -0.0245, 2.7595], [-0.4388, 0.1765, -0.1899], [2.2892, -0.7825, 0.7285], [-1.4911, 0.6715, -0.7355], [5.1527, 0.8802, -1.7650], [-0.3919, 4.4100, -1.4597], [2.5968, -3.8641, 1.2987], [-2.3061, 1.6698, 0.0324], [4.9469, 1.4101, -0.4833], [1.1973, 2.0848, -2.2814], [-2.1607, -0.4052, 2.9262], [-0.5621, 3.4244, -4.2289], [-4.2191, 0.6818, 3.6540], [-4.9642, -0.1532, 2.8180], [4.3855, -0.2021, -2.2184], [-2.1289, -0.1165, -1.8416], [-4.3208, -1.1062, 2.0305], [3.9883, 0.8657, 0.3509], [-2.9372, -1.2195, 2.0928], [-0.0795, -4.0784, 0.2791], [3.4333, -0.7801, -1.3948], [0.3891, -3.9417, 3.1504], [-2.8377, 0.5524, 3.7061], [3.2191, -0.2585, -0.0794], [0.5797, -4.7456, -0.2859], [-1.6678, 2.4602, 0.4428], [-0.7423, 4.5058, -4.2959], [-0.8785, -4.6490, 0.7639], [-1.3979, -0.3049, -2.6367], [1.9219, 2.7381, -1.7781], [-3.0003, 0.4056, -2.2541], [-3.0770, 2.1146, -0.6097], [2.9555, -4.3018, 2.2370], [1.5966, 1.7778, -3.2564], [2.5879, -4.6172, 0.5032], [-0.5088, -3.3278, -0.3962], [-0.6294, -4.3356, 3.0545], [1.0286, 1.1981, -1.6571], [-1.4249, 2.0777, -2.1107], [5.9220, 1.3080, -2.4103], [3.7720, 1.2396, 1.3548], [0.4047, -3.1647, 3.9243], [0.3471, 3.1638, -4.7872], [1.0870, -4.7439, 3.4229], [-1.1043, 4.2752, -0.6361], [2.8114, -1.6282, -1.7022], [4.5396, -0.6074, -3.2197], [-1.4202, 2.8843, -4.6518], [-2.8210, 1.1755, 0.8649], [-0.6994, 5.2750, -2.0623], [5.5452, 2.2488, -0.1257], [-2.4741, -1.0891, -1.4621], [3.2434, -3.0297, 1.0088], [0.6118, 4.5837, -1.0490]]
}

{
  "formula": "C3H5PS",
  "method": "ωB97M-V/def2-TZVPD",
  "smiles": "C=CP(=C)=S",
  "spin_multiplicity": 1,
  "molar_mass_g_mol": 104.1,
  "e_above_lowest_kj_mol": 65.27,
  "homo_lumo_gap_ev": 8.686,
  "e_homo_ha": -0.3199,
  "symbols": ["S", "P", "C", "C", "C", "H", "H", "H", "H", "H"],
  "coordinates": [[-1.4428, -2.0199, 1.0378], [-0.7245, -0.6602, -0.1245], [-0.7847, -0.3471, -1.7338], [0.9643, 0.5625, 1.5128], [0.5203, 0.5312, 0.2556], [1.7222, 1.2344, 1.8793], [0.8634, 1.1980, -0.5131], [-0.2487, 0.5010, -2.1130], [0.5531, -0.1377, 2.2303], [-1.4228, -0.8620, -2.4313]]
}

{
  "formula": "C30H14AsF10MoN4SSb",
  "method": "ωB97M-V/def2-TZVPD",
  "charge": 3,
  "s2": 0.827,
  "spin_multiplicity": 2,
  "molar_mass_g_mol": 945.1,
  "homo_lumo_gap_ev": [5.181, 5.211],
  "e_homo_ha": [-0.6161, -0.6212],
  "symbols": ["Sb", "Mo", "As", "S", "F", "F", "F", "F", "F", "F", "F", "F", "F", "F", "N", "N", "N", "N", "C", "C", "C", "C", "C", "C", "C", "C", "C", "C", "C", "C", "C", "C", "C", "C", "C", "C", "C", "C", "C", "C", "C", "C", "C", "C", "C", "C", "C", "C", "H", "H", "H", "H", "H", "H", "H", "H", "H", "H", "H", "H", "H", "H"],
  "coordinates": [[-3.5773, -0.6535, -0.8720], [-0.8216, 0.6860, -0.2732], [-0.0437, 1.7535, -2.3664], [-0.6323, 2.7313, 0.6281], [-3.9079, -0.4773, -2.6638], [-5.0799, 0.1418, -0.2106], [-3.8673, -2.3978, -0.4198], [-2.5547, -0.2917, 0.7671], [-1.6789, -1.0131, -1.3148], [1.6127, -4.6680, 3.8869], [0.2891, -5.6676, 5.9250], [-2.6664, 1.1799, -1.0268], [-2.8995, -2.1674, 5.5537], [-1.5490, -1.1922, 3.4992], [-4.1913, -3.4487, 7.9461], [-1.3865, -6.6033, 8.2555], [3.0776, -3.0420, 1.5765], [0.1622, -0.4181, 1.0275], [2.5478, -1.2203, -1.1376], [-0.3063, 3.9272, -0.5766], [-1.8154, -2.7865, 5.1691], [1.0954, 0.9902, -6.7870], [1.2787, 0.8500, -1.2650], [2.0884, -2.7782, 2.0988], [3.4965, -0.5482, -0.3709], [-1.3762, -3.9757, 5.8656], [0.4127, -1.2467, 1.8175], [0.2362, 4.5869, -2.8408], [1.7573, 1.2788, -4.4890], [-2.0585, -4.4916, 6.9438], [2.2753, 1.5167, -0.5038], [-0.2465, 1.0938, -6.4437], [-1.1167, -2.2932, 4.1164], [0.5170, -4.0625, 4.3035], [-0.6105, 1.2924, -5.1203], [0.8035, -2.3302, 2.5620], [2.0908, 1.0846, -5.8197], [0.4033, 1.3860, -4.1694], [3.3728, 0.8166, -0.0680], [-3.2472, -3.9005, 7.4690], [0.0754, -2.8908, 3.6467], [-1.6493, -5.6630, 7.6466], [-0.3382, 5.2697, -0.1718], [1.4561, -0.5222, -1.6089], [0.0020, 3.5976, -1.9136], [-0.1664, -4.5856, 5.3603], [0.1936, 5.9270, -2.4280], [-0.0855, 6.2608, -1.1089], [-1.6562, 1.3717, -4.8516], [2.1750, 2.5706, -0.2773], [2.6744, -2.2690, -1.3692], [2.5339, 1.3571, -3.7395], [-0.5617, 5.5270, 0.8560], [4.1457, 1.3134, 0.5030], [0.7337, -1.0202, -2.2489], [-1.0114, 1.0190, -7.2046], [-0.1157, 7.2992, -0.8073], [0.4618, 4.3422, -3.8714], [0.3841, 6.7095, -3.1512], [1.3719, 0.8313, -7.8207], [3.1321, 1.0066, -6.1020], [4.3609, -1.0932, -0.0098]]
}

{
  "formula": "C7H10BF4NPm",
  "method": "ωB97M-V/def2-TZVPD",
  "charge": -1,
  "s2": 6.006,
  "spin_multiplicity": 5,
  "molar_mass_g_mol": 340.0,
  "e_above_lowest_kj_mol": 0.00,
  "homo_lumo_gap_ev": [6.376, 6.416],
  "e_homo_ha": [-0.1274, -0.1291],
  "symbols": ["Pm", "F", "F", "F", "F", "N", "C", "C", "C", "C", "C", "C", "C", "B", "H", "H", "H", "H", "H", "H", "H", "H", "H", "H"],
  "coordinates": [[0.0318, 0.1407, 0.0238], [0.7551, 0.6919, 1.9327], [2.6229, 1.4020, 2.9638], [1.0411, 0.0464, 4.0648], [0.5035, 2.2690, 3.5131], [1.4993, -1.3613, -0.2517], [-2.0425, -1.4660, -0.0420], [-1.8080, -1.1087, -1.3910], [-2.4850, -0.3080, 0.6430], [1.4420, 0.7747, -1.7620], [-2.0840, 0.2718, -1.5297], [-2.5029, 0.7671, -0.2755], [2.1206, -0.5023, -1.3250], [1.2791, 1.1430, 3.2412], [-2.6019, 1.8252, -0.0197], [-1.3942, -1.7657, -2.1637], [-1.8541, 0.8704, -2.4207], [2.1632, -1.1340, -2.2327], [3.1279, -0.1804, -0.9821], [1.9674, -2.2409, -0.0738], [-1.8352, -2.4471, 0.3965], [-2.5945, -0.2279, 1.7279], [0.8883, 0.8004, -2.6917], [1.7602, 1.7394, -1.3457]]
}

{
  "formula": "C2H3Cl3",
  "method": "ωB97M-V/def2-TZVPD",
  "spin_multiplicity": 1,
  "molar_mass_g_mol": 133.4,
  "e_above_lowest_kj_mol": 417.90,
  "homo_lumo_gap_ev": [8.302, 8.109],
  "e_homo_ha": [-0.3196, -0.3098],
  "symbols": ["Cl", "Cl", "Cl", "C", "C", "H", "H", "H"],
  "coordinates": [[2.0488, 0.5028, 0.6599], [-0.6345, 0.4595, 1.8418], [-2.2672, 0.6089, -0.5543], [1.4555, 0.1529, -0.8483], [-1.4722, -0.3222, 0.5999], [-1.0235, -1.2862, 0.3816], [1.3481, -0.9713, -1.0323], [0.5451, 0.8555, -1.0483]]
}

{
  "formula": "C33H27BrI2IrN6O7",
  "method": "ωB97M-V/def2-TZVPD",
  "charge": 2,
  "s2": 0.778,
  "spin_multiplicity": 2,
  "molar_mass_g_mol": 1145.5,
  "e_above_lowest_kj_mol": 214.87,
  "homo_lumo_gap_ev": [5.723, 4.151],
  "e_homo_ha": [-0.4596, -0.4596],
  "symbols": ["Ir", "I", "I", "Br", "O", "O", "O", "O", "O", "O", "O", "N", "N", "N", "N", "N", "N", "C", "C", "C", "C", "C", "C", "C", "C", "C", "C", "C", "C", "C", "C", "C", "C", "C", "C", "C", "C", "C", "C", "C", "C", "C", "C", "C", "C", "C", "C", "C", "C", "C", "H", "H", "H", "H", "H", "H", "H", "H", "H", "H", "H", "H", "H", "H", "H", "H", "H", "H", "H", "H", "H", "H", "H", "H", "H", "H", "H"],
  "coordinates": [[-1.2872, 0.6271, -0.8809], [2.1702, 3.5598, 1.3602], [4.9657, 4.5690, -3.8930], [3.4246, -4.9699, -2.1020], [-3.4688, 0.6071, 5.2662], [-4.0455, 2.4322, 4.1283], [0.6615, -0.3123, 0.4516], [-3.6088, 3.1129, 1.5491], [0.3733, 2.0796, -0.6455], [-2.6027, 2.2272, -0.2392], [-0.1177, -1.0371, -1.8199], [3.3377, -2.4094, 2.7963], [-2.4724, -0.6765, 3.1321], [2.7730, -0.2819, 2.4407], [-2.9555, -0.1712, -2.1427], [-1.0758, 1.6763, -2.9631], [-2.0974, -0.0817, 1.0791], [-1.3266, -2.3915, 1.7314], [-5.0350, -1.0788, -3.7170], [3.5633, -1.7015, 3.9485], [1.3909, -1.3308, -0.0635], [-3.5404, 1.2385, 4.2440], [-3.0187, 2.2145, 0.9772], [-3.8444, -1.0489, -1.6569], [3.2240, -0.3462, 3.7484], [-2.7263, 0.9553, 1.7178], [-0.7096, -1.5290, -3.0225], [0.2678, 1.7617, -3.5600], [1.2989, 2.5387, -2.7874], [4.0326, -2.1256, 5.1961], [2.3516, 3.0898, -3.4638], [-4.8868, -1.5381, -2.4143], [3.3865, 3.7736, -2.7982], [-4.1326, -0.1485, -4.2015], [0.9476, -1.7619, -1.3029], [2.3094, 3.3851, -0.7143], [-1.9538, -1.0638, 1.9579], [-2.9730, 0.5954, 3.0121], [3.0689, -3.0500, -0.0344], [2.4582, -1.9532, 0.5783], [1.2483, 2.6322, -1.3558], [-2.0583, 1.2087, -3.9475], [3.3027, 0.6006, 4.7581], [2.8890, -1.5554, 1.9177], [2.6084, -3.4861, -1.2610], [3.7550, 0.1540, 5.9878], [4.1151, -1.1846, 6.1997], [3.3536, 3.9269, -1.4061], [1.5493, -2.8494, -1.9049], [-3.0951, 0.2822, -3.3867], [3.0132, 1.6309, 4.5963], [-3.9895, 2.8133, 3.2158], [-1.5391, -0.8685, -3.2535], [-4.2146, 0.2397, -5.2070], [-1.0867, -2.5439, -2.8894], [4.1442, 4.4581, -0.8957], [0.0058, -1.5085, -3.8463], [-1.5366, 0.6639, -4.7391], [-0.4606, -2.5278, 2.3816], [-2.5094, -1.1841, 4.0093], [3.8353, 0.8587, 6.8033], [-3.6939, -1.3724, -0.6365], [4.3408, -3.1509, 5.3420], [-5.8368, -1.4420, -4.3440], [-2.0364, -3.1854, 1.9648], [-1.3651, 2.5894, -2.6146], [-1.0168, -2.4951, 0.6944], [1.2114, -3.2283, -2.8575], [-2.5668, 2.0484, -4.4286], [0.6360, 0.7385, -3.6889], [-5.5676, -2.2634, -1.9948], [0.2043, 2.2116, -4.5560], [0.7944, -0.1968, 1.4068], [2.4087, 2.9870, -4.5401], [2.6803, 0.5864, 1.9341], [4.4668, -1.4771, 7.1788], [3.8835, -3.5466, 0.4713]]
}